# 1
This record from the Open Molecules 2025 dataset describes a structure of composition C18H40P2PtSi at a distorted geometry. The level of theory is ωB97M-V with the def2-TZVPD basis set.

The expectation value of S² is 2.0090. For the energy relative to the best compared isomer or geometry (same formula, charge and spin), the calculation gives 182.4 kJ/mol. The multiplicity is 3. For the HOMO energy (alpha / beta), the calculation gives -4.15 / -5.30 eV.

Geometry as XYZ:
```
62
Properties=species:S:1:pos:R:3:mulliken_spin:R:1
P -0.222 -2.016 -2.423 -0.0017
P 0.559 1.803 -1.984 0.0667
C -0.421 -0.493 -3.403 0.0603
C 0.762 0.504 -3.272 -0.0160
H -1.409 -0.034 -3.171 -0.0213
H -0.523 -0.840 -4.450 0.0049
H 1.705 -0.052 -3.122 -0.0002
H 0.834 1.016 -4.245 0.0009
C -0.513 2.980 -2.860 -0.0013
H -0.619 3.878 -2.239 -0.0004
H -1.505 2.543 -3.042 -0.0010
H -0.031 3.240 -3.813 0.0004
C 2.118 2.665 -1.748 0.0016
H 2.278 3.311 -2.625 0.0015
H 2.974 1.983 -1.666 -0.0012
H 2.068 3.305 -0.858 0.0004
C -1.687 -3.037 -2.939 0.0076
H -1.716 -3.975 -2.360 -0.0003
H -1.579 -3.291 -4.004 0.0001
H -2.652 -2.523 -2.821 -0.0027
C 1.035 -2.908 -3.431 -0.0013
H 1.879 -2.237 -3.637 0.0004
H 0.585 -3.206 -4.383 0.0001
H 1.400 -3.798 -2.902 -0.0001
Pt 1.028 -0.242 3.687 0.4392
C -0.612 1.158 -0.803 -0.0105
C -1.799 0.428 -1.209 0.8134
C -2.321 -0.795 -0.646 -0.1017
C -1.358 -1.791 0.110 0.0273
C -0.216 -2.405 -0.670 0.0164
C 1.059 -1.762 -1.097 -0.0199
C 1.522 -0.496 -0.413 -0.0152
C 0.471 0.490 0.174 0.0679
C 1.062 -2.195 3.209 0.1913
H -0.942 2.068 -0.246 0.0491
H -2.520 1.043 -1.795 -0.0431
H -2.798 -1.314 -1.489 0.0573
H -3.154 -0.612 0.053 0.0673
H -1.011 -1.353 1.056 0.0075
H -1.993 -2.630 0.450 -0.0041
H -0.099 -3.474 -0.476 0.0045
H 1.897 -2.455 -1.210 0.0041
H 2.252 0.009 -1.069 0.0008
H 2.144 -0.805 0.444 0.0066
H 0.031 0.072 1.089 -0.0183
H 1.080 1.292 0.627 -0.0149
H 1.938 -2.643 3.706 0.0011
H 1.058 -2.343 2.118 -0.0176
H 0.116 -2.531 3.676 0.0102
C -0.561 0.917 6.245 -0.0083
Si 0.018 1.500 4.562 0.2710
C -1.412 2.028 3.464 -0.0072
C 1.526 2.612 4.572 0.1188
H -1.593 1.244 6.406 0.0039
H 0.074 1.372 7.011 0.0012
H -0.518 -0.172 6.355 0.0089
H -1.709 3.049 3.736 0.0076
H -1.163 2.012 2.396 -0.0035
H -2.271 1.365 3.626 -0.0040
H 1.483 3.208 5.490 0.0156
H 2.471 2.050 4.554 -0.0145
H 1.499 3.283 3.706 -0.0051
```

=====

# 2
This record from the Open Molecules 2025 dataset describes a structure of composition C18H41AuOP3Se at a distorted geometry. The level of theory is ωB97M-V with the def2-TZVPD basis set.

The expectation value of S² is 2.0262. For the energy relative to the best compared isomer or geometry (same formula, charge and spin), the calculation gives 0.0 kJ/mol. The multiplicity is 3. For the HOMO energy (alpha / beta), the calculation gives -16.40 / -16.40 eV. Its net charge is +3.

Geometry as XYZ:
```
65
Properties=species:S:1:pos:R:3:mulliken_spin:R:1
Au 0.326 -0.486 0.569 0.2361
P -1.173 -2.054 1.493 0.2173
P 1.889 -0.492 2.760 -0.0106
P 1.767 -1.618 -0.941 0.2873
H -2.803 4.533 -5.819 -0.0002
C -2.750 3.548 -6.300 0.0053
C -3.745 2.664 -6.203 -0.0036
H -4.681 2.927 -5.694 0.0001
C -2.434 -1.188 2.453 0.0147
C -0.512 -3.358 2.579 0.0110
C -2.027 -2.956 0.179 0.0131
C 3.098 0.880 2.753 0.0034
C 0.987 -0.228 4.327 0.0069
C 2.915 -1.990 3.034 0.0018
C 0.954 -1.425 -2.541 0.0182
C 2.002 -3.384 -0.613 0.0179
C 3.391 -0.840 -1.029 0.0225
H -1.906 3.389 -6.986 0.0001
H -3.748 1.740 -6.793 -0.0001
H -2.674 -0.204 2.006 0.0050
H -2.049 -1.020 3.476 -0.0036
H -3.330 -1.828 2.491 0.0115
H -0.178 -2.931 3.537 -0.0039
H 0.321 -3.868 2.071 0.0006
H -1.330 -4.076 2.755 0.0087
H -2.669 -2.258 -0.370 0.0004
H -2.627 -3.741 0.653 0.0040
H -1.289 -3.406 -0.497 0.0009
H 3.769 0.877 3.628 -0.0001
H 2.565 1.839 2.713 -0.0011
H 3.699 0.784 1.840 -0.0001
H 1.653 -0.157 5.203 -0.0002
H 0.287 -1.058 4.486 0.0016
H 0.400 0.698 4.249 0.0022
H 3.587 -1.892 3.901 0.0000
H 3.528 -2.174 2.139 0.0007
H 2.269 -2.865 3.190 0.0006
H 1.551 -1.951 -3.298 0.0120
H 0.879 -0.350 -2.769 -0.0008
H -0.059 -1.855 -2.478 0.0019
H 2.616 -3.816 -1.422 0.0115
H 1.019 -3.883 -0.581 -0.0001
H 2.519 -3.505 0.354 -0.0014
H 3.946 -1.307 -1.857 0.0162
H 3.923 -1.000 -0.078 -0.0026
H 3.271 0.239 -1.212 -0.0033
C 0.128 2.223 -1.569 0.2687
C -1.178 1.986 -2.064 0.0580
C -1.513 2.362 -3.349 0.0425
C -0.558 2.972 -4.173 0.1667
C 0.765 3.136 -3.723 0.1112
C 1.118 2.739 -2.436 0.0018
Se 0.373 1.928 0.266 0.3786
H -1.007 0.263 -0.309 0.0281
H -1.916 1.549 -1.403 -0.0002
H -2.524 2.195 -3.721 0.0032
H -0.856 3.316 -5.156 0.0342
H 1.515 3.591 -4.399 0.0044
H 2.139 2.864 -2.069 -0.0021
C -2.404 2.177 4.106 0.0016
O -1.788 2.204 2.805 0.0020
H -1.877 1.387 4.654 -0.0004
H -3.472 1.913 4.013 0.0001
H -2.321 3.124 4.689 0.0003
H -1.769 3.117 2.481 -0.0006
```

=====

# 3
This record from the Open Molecules 2025 dataset describes a cluster of 9 separate species, C18H41BCl16N in total. The level of theory is ωB97M-V with the def2-TZVPD basis set.

For the HOMO energy, the calculation gives -2.89 eV. Its net charge is -1.

Geometry as XYZ:
```
77
Properties=species:S:1:pos:R:3:mulliken_charge:R:1
B -0.341 2.035 -0.072 0.4103
N -1.319 0.984 -0.635 -0.5082
C -2.567 0.875 0.099 0.5202
C -3.598 2.015 -0.160 -1.0544
H -0.710 3.195 -0.181 -0.3177
H 0.694 1.933 -0.714 -0.3299
H -0.048 1.817 1.088 -0.2483
H -1.483 1.094 -1.624 0.1406
H -3.011 -0.112 -0.134 0.2466
H -2.326 0.867 1.165 -0.5712
H -4.102 2.306 0.772 0.2378
H -4.387 1.646 -0.832 0.3304
H -3.157 2.898 -0.622 0.2785
Cl 4.377 3.264 -0.106 -0.2339
C 3.856 2.984 -1.789 -0.1707
C 3.100 4.163 -2.354 -0.2342
Cl 1.512 4.362 -1.579 -0.1824
H 3.253 2.078 -1.809 0.3187
H 4.759 2.811 -2.373 0.0810
H 2.916 4.010 -3.417 0.2050
H 3.658 5.090 -2.234 0.1206
Cl 3.386 0.784 -4.890 -0.1566
C 4.717 1.167 -6.009 -0.2434
C 5.858 1.866 -5.309 -0.6541
Cl 5.412 3.510 -4.777 -0.1686
H 4.313 1.768 -6.818 0.1369
H 5.066 0.224 -6.427 0.3372
H 6.704 1.968 -5.988 0.3650
H 6.186 1.310 -4.433 0.4439
Cl 6.060 2.494 -9.103 -0.1821
C 5.686 4.012 -8.241 0.0683
C 4.665 4.845 -8.975 -0.4778
Cl 5.308 5.511 -10.499 -0.1982
H 6.617 4.555 -8.100 0.3673
H 5.297 3.736 -7.259 -0.2707
H 4.371 5.692 -8.357 0.3297
H 3.774 4.266 -9.212 0.3136
Cl -4.977 -0.741 3.813 -0.2205
C -3.366 -1.440 3.499 0.1203
C -2.274 -0.727 4.259 -0.3487
Cl -2.000 0.918 3.641 -0.1928
H -3.189 -1.408 2.425 0.2548
H -3.413 -2.481 3.815 -0.0853
H -1.335 -1.268 4.141 0.2892
H -2.503 -0.663 5.322 0.1482
Cl 4.152 7.669 -1.809 -0.2361
C 3.009 7.428 -0.459 -0.3071
C 2.671 8.724 0.235 -0.5112
Cl 4.059 9.397 1.133 -0.2098
H 3.447 6.707 0.228 0.3325
H 2.107 6.989 -0.882 0.2264
H 1.878 8.552 0.960 0.3526
H 2.334 9.478 -0.473 0.3283
Cl -4.255 -6.084 1.904 -0.1883
C -5.421 -6.348 3.222 -0.3573
C -5.772 -5.063 3.932 -0.6602
Cl -4.398 -4.415 4.862 -0.1571
H -4.996 -7.080 3.905 0.3142
H -6.316 -6.777 2.773 0.3211
H -6.579 -5.241 4.641 0.3464
H -6.093 -4.294 3.234 0.3502
Cl -2.249 -10.465 2.810 -0.1840
C -2.712 -10.708 1.107 -0.4195
C -3.475 -9.531 0.551 -0.4027
Cl -5.089 -9.373 1.285 -0.1816
H -3.293 -11.625 1.044 0.3096
H -1.789 -10.845 0.544 0.2940
H -3.625 -9.661 -0.520 0.3165
H -2.943 -8.596 0.713 0.2709
Cl -0.729 -3.120 9.848 -0.1954
C -1.888 -4.063 8.876 -0.5294
C -2.160 -3.427 7.535 -0.0883
Cl -3.069 -1.903 7.684 -0.1866
H -2.801 -4.174 9.455 0.3280
H -1.450 -5.050 8.731 0.3351
H -2.765 -4.098 6.926 0.0393
H -1.237 -3.217 6.998 0.3349
```

=====

# 4
This record from the Open Molecules 2025 dataset describes a cluster of 4 separate species, C18H41BN3O6 in total at a distorted geometry. The level of theory is ωB97M-V with the def2-TZVPD basis set.

For the HOMO energy, the calculation gives -1.44 eV. Its net charge is -1.

Geometry as XYZ:
```
69
Properties=species:S:1:pos:R:3:mulliken_charge:R:1
C 2.739 -0.034 -1.110 -0.0912
O 3.460 0.679 -0.132 -0.4733
C 2.622 1.445 0.733 0.7023
C 3.366 2.697 1.186 -1.0308
C 3.231 3.919 0.261 -0.8862
C 1.833 4.279 -0.251 0.9495
C 0.834 4.904 0.729 -1.0686
C 0.303 3.976 1.845 0.1694
C -1.140 3.517 1.566 -1.1235
C -1.162 2.525 0.420 0.4198
B -2.355 1.784 -0.087 0.4920
O -3.232 1.020 0.760 -0.7358
O -2.710 1.687 -1.471 -0.7740
H 1.887 0.551 -1.484 -0.3375
H 2.344 -0.984 -0.720 0.2642
H 3.420 -0.252 -1.938 0.4714
H 1.687 1.688 0.214 -0.4543
H 2.331 0.841 1.606 0.0036
H 4.430 2.433 1.242 0.4503
H 3.052 2.948 2.202 0.4375
H 3.642 4.786 0.797 0.3124
H 3.884 3.767 -0.609 0.3686
H 1.976 4.982 -1.084 0.4839
H 1.348 3.396 -0.679 -1.0993
H 1.245 5.835 1.146 0.4178
H -0.030 5.197 0.119 0.4727
H 0.412 4.467 2.822 0.3054
H 0.880 3.048 1.866 -0.2998
H -1.739 4.435 1.380 0.2704
H -1.554 3.068 2.481 0.3487
H -0.689 2.994 -0.462 -0.3887
H -3.061 0.095 0.543 0.2565
H -1.915 1.564 -2.006 0.3848
C 1.046 2.236 -3.257 -0.1334
O 0.076 1.777 -2.703 -0.6176
N 1.962 1.482 -3.920 0.3207
C 3.128 2.059 -4.539 -0.9950
C 1.744 0.049 -3.968 -1.0841
H 1.292 3.312 -3.243 0.3227
H 3.149 1.868 -5.616 0.3658
H 4.050 1.664 -4.104 0.3316
H 3.114 3.137 -4.382 0.3115
H 0.799 -0.185 -4.461 0.3037
H 1.698 -0.370 -2.962 0.3918
H 2.564 -0.411 -4.518 0.3814
C -0.677 -1.193 1.531 0.5053
O -1.338 -1.331 0.523 -0.7267
N -0.602 -2.117 2.521 0.2208
C 0.213 -1.907 3.689 -0.9623
C -1.370 -3.337 2.375 -0.9643
H -0.088 -0.277 1.706 -0.1066
H 0.986 -2.676 3.785 0.3409
H -0.386 -1.912 4.604 0.3410
H 0.702 -0.937 3.608 0.2890
H -1.079 -3.854 1.458 0.1917
H -2.439 -3.135 2.317 0.3576
H -1.182 -3.986 3.229 0.3822
C -4.384 -6.117 1.799 0.1038
O -4.081 -5.065 2.322 -0.5270
N -4.094 -6.425 0.516 0.1397
C -4.478 -7.679 -0.083 -0.9233
C -3.383 -5.433 -0.278 -0.8310
H -4.939 -6.914 2.324 0.2301
H -3.605 -8.239 -0.428 0.3252
H -5.144 -7.525 -0.935 0.3291
H -5.002 -8.283 0.657 0.2908
H -2.409 -5.211 0.158 0.1734
H -3.939 -4.498 -0.327 0.3212
H -3.245 -5.827 -1.284 0.3824
```

=====

# 5
This record from the Open Molecules 2025 dataset describes a structure of composition C18H41Cl2Cu3NO12P2 at a distorted geometry. The level of theory is ωB97M-V with the def2-TZVPD basis set.

The expectation value of S² is 0.7611. The multiplicity is 2. For the HOMO energy (alpha / beta), the calculation gives -14.00 / -14.00 eV. Its net charge is +2.

Geometry as XYZ:
```
79
Properties=species:S:1:pos:R:3:mulliken_spin:R:1
Cu 2.629 13.867 -19.658 0.0237
Cu -1.270 11.757 -17.898 0.0047
Cu -1.100 13.317 -22.299 0.1335
C 0.167 12.732 -19.897 0.0257
O 0.733 12.628 -18.846 0.2722
O 0.680 13.418 -20.790 0.3053
O -0.923 12.272 -20.093 0.2519
C 2.296 9.687 -21.161 0.0025
O 2.784 9.575 -22.274 0.0000
N 2.507 8.842 -20.118 0.0007
C 3.364 7.671 -20.332 0.0000
C 2.021 9.182 -18.799 0.0088
H 1.661 10.549 -20.906 -0.0100
H 2.631 6.865 -20.322 0.0000
H 4.074 7.517 -19.519 0.0000
H 3.816 7.498 -21.308 0.0000
H 2.906 9.211 -18.164 -0.0001
H 1.460 10.110 -18.695 -0.0112
H 1.375 8.372 -18.460 -0.0001
Cl 3.368 12.325 -15.018 0.0001
C 1.859 11.595 -15.360 0.0005
C 1.788 10.275 -14.588 -0.0001
Cl 2.255 10.542 -12.865 0.0000
H 1.848 11.426 -16.437 -0.0028
H 1.069 12.306 -15.118 -0.0001
H 2.535 9.582 -14.976 0.0000
H 0.803 9.808 -14.603 0.0000
C -6.022 16.894 -23.726 0.0000
C -5.458 15.498 -23.908 0.0000
O -5.771 14.721 -22.777 0.0002
P -4.646 14.650 -21.630 -0.0021
O -3.249 14.417 -22.148 0.0059
O -4.965 16.007 -20.800 0.0004
C -3.954 16.537 -19.952 0.0004
C -4.693 16.410 -18.543 -0.0001
O -5.213 13.411 -20.719 -0.0001
C -4.492 12.714 -19.657 0.0004
C -4.234 11.289 -20.264 -0.0008
H -5.433 17.566 -23.102 0.0000
H -6.148 17.431 -24.666 0.0000
H -7.059 16.740 -23.427 0.0000
H -5.900 14.996 -24.768 0.0000
H -4.395 15.522 -24.147 0.0001
H -3.098 15.868 -20.031 -0.0005
H -3.584 17.541 -20.163 0.0000
H -4.752 15.344 -18.323 0.0000
H -4.044 16.895 -17.814 0.0000
H -5.706 16.812 -18.525 0.0000
H -3.639 13.220 -19.205 -0.0010
H -5.207 12.568 -18.847 -0.0002
H -3.808 10.544 -19.591 -0.0004
H -5.077 10.843 -20.793 -0.0001
H -3.438 11.489 -20.983 0.0004
C -0.353 17.864 -12.933 0.0000
C 0.533 18.560 -13.930 0.0000
O 0.521 17.854 -15.114 0.0000
P -0.189 18.475 -16.418 0.0001
O 0.213 19.809 -16.893 0.0000
O 0.008 17.318 -17.552 -0.0005
C -0.479 15.991 -17.384 0.0033
C 0.382 15.104 -16.513 -0.0015
O -1.815 18.427 -16.084 0.0000
C -2.470 19.576 -15.564 0.0000
C -3.500 20.130 -16.515 0.0000
H -0.266 18.349 -11.961 0.0000
H -1.425 17.845 -13.133 0.0000
H -0.071 16.818 -12.811 0.0000
H 0.282 19.615 -14.036 0.0000
H 1.518 18.469 -13.472 0.0000
H -1.482 16.051 -16.960 0.0003
H -0.484 15.469 -18.342 -0.0076
H 0.707 15.500 -15.551 -0.0010
H 0.009 14.103 -16.292 0.0010
H 1.265 14.978 -17.139 -0.0020
H -3.049 19.310 -14.679 0.0000
H -1.804 20.406 -15.327 0.0000
H -3.157 20.401 -17.514 0.0000
H -4.319 19.415 -16.603 0.0000
H -4.122 20.918 -16.091 0.0000
```

=====

# 6
This record from the Open Molecules 2025 dataset describes a structure of composition C18H42BBaNO3P at a distorted geometry. The level of theory is ωB97M-V with the def2-TZVPD basis set.

For the HOMO energy, the calculation gives -7.00 eV. Its net charge is +1.

Geometry as XYZ:
```
67
Properties=species:S:1:pos:R:3:mulliken_charge:R:1
C -1.097 -3.402 6.538 -1.3883
C -0.498 -4.583 5.753 -0.3569
C 0.083 -4.114 4.412 -0.8088
C 0.056 -5.115 3.263 -1.2304
C -1.316 -5.859 3.109 -0.4769
C -2.558 -4.990 3.178 -0.7553
C -2.756 -4.130 1.919 -0.7570
C -2.037 -2.777 1.950 0.4050
C -2.748 -1.685 1.114 -1.2700
C -2.007 -1.445 -0.195 -1.0113
C -0.692 -0.676 0.003 -0.5956
C -0.562 0.595 -0.859 -0.8871
C 0.662 0.515 -1.771 -1.0397
P 0.852 2.115 -2.850 0.0382
C 1.057 3.676 -3.972 -0.9658
C 1.478 4.898 -3.203 -0.3505
O 1.215 6.044 -4.036 -0.2878
C 1.535 7.230 -3.487 0.3775
O 2.103 7.357 -2.398 -0.5948
C 1.107 8.402 -4.326 -0.1021
C 2.238 9.422 -4.499 -1.0660
B 2.773 1.592 -3.233 0.4681
N 3.032 0.215 -3.639 -0.4680
O 3.733 2.534 -3.134 -0.5213
H -0.348 -2.879 7.117 0.3845
H -1.565 -2.687 5.869 0.3412
H -1.875 -3.735 7.213 0.3462
H -1.288 -5.312 5.638 0.2333
H 0.297 -4.985 6.366 0.4573
H -0.347 -3.177 4.092 0.2736
H 1.133 -3.898 4.591 0.5620
H 0.210 -4.569 2.334 0.4279
H 0.922 -5.800 3.333 0.7022
H -1.396 -6.434 2.148 -0.0074
H -1.356 -6.641 3.920 0.5089
H -2.602 -4.400 4.082 0.2284
H -3.401 -5.676 3.221 0.4275
H -3.822 -3.950 1.843 0.4583
H -2.453 -4.717 1.056 0.1765
H -2.034 -2.447 2.983 0.1499
H -1.023 -2.895 1.584 0.0028
H -3.771 -1.997 0.949 0.4738
H -2.720 -0.771 1.693 0.4541
H -1.804 -2.396 -0.679 0.3080
H -2.647 -0.893 -0.876 0.5849
H 0.142 -1.324 -0.253 0.3890
H -0.557 -0.429 1.053 0.4349
H -1.431 0.696 -1.497 0.4410
H -0.454 1.471 -0.227 0.3375
H 1.543 0.374 -1.145 0.4457
H 0.525 -0.320 -2.451 0.3590
H 1.275 2.872 -1.646 -0.1007
H -0.541 2.471 -2.557 0.1452
H 0.385 1.367 -4.041 -0.0763
H 0.105 3.862 -4.459 0.5279
H 1.800 3.469 -4.735 0.3414
H 0.953 5.003 -2.259 0.3091
H 2.536 4.867 -2.977 0.2921
H 0.277 8.866 -3.804 0.2400
H 0.731 8.079 -5.288 0.2665
H 2.500 9.553 -5.541 0.3037
H 3.124 9.117 -3.960 0.3577
H 1.958 10.393 -4.112 0.2781
H 3.756 0.159 -4.345 0.2506
H 3.282 -0.385 -2.867 0.2271
H 4.585 2.101 -3.220 0.3294
Ba -0.257 -7.816 2.218 1.0520
```